No. 1
{
  "formula": "C3H3OPb",
  "method": "ωB97M-V/def2-TZVPD",
  "species": ["Pb", "O", "C", "C", "C", "H", "H", "H"],
  "coordinates": [[-0.731, -0.285, 3.615], [-0.420, 0.460, 1.548], [0.318, 0.738, -1.839], [-0.429, -0.209, -1.931], [0.285, -0.575, 1.645], [0.947, 1.610, -1.782], [1.083, -0.674, 0.863], [-1.052, -1.066, -2.120]],
  "forces_ev_per_angstrom": [[-0.4427, -0.7612, 1.7383], [0.6271, -0.0365, -1.6427], [-0.7224, -0.7112, -0.1192], [0.7648, 0.7096, -0.2379], [0.4189, 1.1032, -0.1990], [-0.2683, -0.4237, 0.0750], [-0.6097, -0.2881, 0.1306], [0.2322, 0.4080, 0.2548]],
  "mulliken_spin": [0.986, 0.049, 0.002, -0.002, -0.024, 0.000, -0.011, 0.000],
  "de_lowest_kcal_mol": 0.0,
  "spin_multiplicity": 2,
  "total_energy_ha": -384.00077,
  "lumo_energy_ev": [0.05, -0.22],
  "homo_energy_ev": [-6.2, -8.7],
  "gap_ha": [0.2310, 0.3111]
}

---

No. 2
{
  "formula": "C3H3OS",
  "method": "ωB97M-V/def2-TZVPD",
  "species": ["S", "O", "C", "C", "C", "H", "H", "H"],
  "coordinates": [[1.891, -1.829, 1.202], [-1.031, -1.928, 0.505], [1.890, -0.458, 0.567], [-0.889, 0.261, -0.287], [-1.181, -0.821, 0.229], [-1.891, 0.536, -0.706], [2.016, 0.581, 0.075], [-0.060, 0.945, -0.072]],
  "forces_ev_per_angstrom": [[-0.2273, 2.7246, -1.3142], [-1.3307, -1.8685, 1.2680], [0.7410, -0.8027, 0.2648], [-1.3599, 5.7957, -2.2477], [2.3337, -4.6055, 1.5126], [1.1232, 1.0173, -0.4109], [-0.2469, -2.0256, 0.9725], [-1.0332, -0.2354, -0.0451]],
  "nbo_charge": [0.801, -0.465, -0.185, -0.750, 0.696, 0.308, 0.343, 0.252],
  "de_lowest_kcal_mol": 79.0,
  "spin_multiplicity": 1,
  "total_charge": 1,
  "total_energy_ha": -589.09263,
  "lumo_energy_ev": -7.35,
  "homo_energy_ev": -13.8,
  "gap_ha": 0.2368
}

---

No. 3
{
  "formula": "C3H3OS2",
  "method": "ωB97M-V/def2-TZVPD",
  "species": ["S", "S", "O", "C", "C", "C", "H", "H", "H"],
  "coordinates": [[-0.140, 2.218, 0.432], [2.616, 0.142, -0.696], [1.331, -1.117, 1.197], [1.320, -0.220, 0.381], [-1.074, -0.284, -0.252], [0.034, 0.615, 0.161], [-0.898, -0.599, -1.321], [-2.054, 0.410, -0.232], [-1.135, -1.165, 0.330]],
  "forces_ev_per_angstrom": [[0.1172, -0.6581, -0.0762], [-0.4727, 0.1935, -0.0400], [-0.8385, -0.4529, 0.9220], [1.0403, 1.0049, -1.1133], [-2.3396, 2.7598, -2.0304], [0.8583, -0.3707, 0.6345], [-0.1310, 0.2952, 0.9547], [1.8684, -1.9948, -0.0514], [-0.1024, -0.7768, 0.8000]],
  "nbo_charge": [-0.054, -0.470, -0.651, 0.284, -0.693, -0.098, 0.237, 0.206, 0.240],
  "de_lowest_kcal_mol": 10.9,
  "smiles": "CC(=S)C([O-])=S",
  "spin_multiplicity": 1,
  "total_charge": -1,
  "total_energy_ha": -987.76805,
  "lumo_energy_ev": 3.48,
  "homo_energy_ev": -3.5,
  "gap_ha": 0.2560
}

---

No. 4
{
  "formula": "C3H4",
  "method": "ωB97M-V/def2-TZVPD",
  "species": ["C", "C", "C", "H", "H", "H", "H"],
  "coordinates": [[0.329, -0.126, -0.819], [-0.468, 0.744, -0.233], [0.080, -0.315, 0.674], [0.850, -0.094, 1.278], [-1.230, 1.443, -0.294], [-0.555, -1.257, 0.943], [0.995, -0.395, -1.548]],
  "forces_ev_per_angstrom": [[-1.8944, 2.3340, 3.0420], [1.5159, -2.8247, -0.8950], [-3.3048, -2.7837, -2.4609], [2.4335, 0.7442, 2.5110], [-0.8909, 1.3928, -0.1657], [1.1176, 1.8280, -0.1770], [1.0231, -0.6905, -1.8544]],
  "nbo_charge": [-0.166, -0.177, -0.429, 0.174, 0.215, 0.168, 0.215],
  "de_lowest_kcal_mol": 31.9,
  "smiles": "C1=CC1",
  "spin_multiplicity": 1,
  "total_energy_ha": -116.58593,
  "lumo_energy_ev": 1.36,
  "homo_energy_ev": -9.4,
  "gap_ha": 0.3954
}